Density functional theory data (the ωB97M-V functional and the def2-TZVPD basis) for a 9-piece molecular cluster, C26H56NO16S overall at a distorted geometry.

Bonds (Å) are listed after each position.
CARTESIAN COORDINATES (ANGSTROEM)
1 N 0.55 0.04 0.13  H2 0.957, H3 1.134, H4 1.114, H5 1.089
2 H 0.87 0.88 0.45  N1 0.957
3 H 1.48 -0.37 -0.36  N1 1.134
4 H -0.20 0.10 -0.70  N1 1.114
5 H 0.11 -0.37 1.03  N1 1.089
6 S 2.14 1.40 -2.56  O7 1.456, O8 1.428, O9 1.436, O10 1.450
7 O 1.75 2.79 -2.39  S6 1.456
8 O 2.83 0.90 -1.42  S6 1.428
9 O 0.98 0.57 -2.71  S6 1.436
10 O 2.96 1.15 -3.73  S6 1.450
11 O -0.50 -2.89 -0.29  C12 1.221
12 C -0.55 -3.71 -1.20  O11 1.221, O13 1.290, C16 1.526
13 O -0.90 -3.44 -2.41  C12 1.290, C14 1.421
14 C -0.94 -2.15 -3.00  O13 1.421, C15 1.498, H17 1.004, H18 1.012
15 C -1.58 -2.19 -4.35  C14 1.498, H19 1.202, H20 1.191, H21 1.075
16 C -0.31 -5.17 -0.83  C12 1.526, H22 1.049, H23 1.095, H24 1.207
17 H -0.05 -1.92 -3.42  C14 1.004
18 H -1.38 -1.43 -2.44  C14 1.012
19 H -2.69 -2.63 -4.33  C15 1.202
20 H -0.86 -2.80 -5.08  C15 1.191
21 H -1.64 -1.21 -4.79  C15 1.075
22 H -1.20 -5.48 -0.36  C16 1.049
23 H 0.47 -5.12 -0.07  C16 1.095
24 H 0.16 -5.83 -1.73  C16 1.207
25 O -3.13 2.18 -1.88  C26 1.227
26 C -2.10 2.63 -2.37  O25 1.227, O27 1.212, C30 1.601
27 O -2.00 3.74 -2.86  C26 1.212, C28 1.447
28 C -3.15 4.49 -3.33  O27 1.447, C29 1.544, H31 1.143, H32 0.903
29 C -2.81 5.46 -4.48  C28 1.544, H33 0.979, H34 1.152, H35 1.021
30 C -0.80 1.82 -1.91  C26 1.601, H36 0.908, H37 1.062, H38 0.982
31 H -3.61 5.21 -2.58  C28 1.143
32 H -3.84 3.98 -3.60  C28 0.903
33 H -2.69 4.99 -5.33  C29 0.979
34 H -1.89 6.09 -4.20  C29 1.152
35 H -3.50 6.13 -4.83  C29 1.021
36 H -0.53 1.21 -2.52  C30 0.908
37 H -0.92 1.39 -0.95  C30 1.062
38 H -0.08 2.47 -1.77  C30 0.982
39 O 0.67 1.49 2.94  C40 1.211
40 C 0.24 2.61 3.09  O39 1.211, O41 1.347, C44 1.421
41 O 0.97 3.68 2.71  C40 1.347, C42 1.436
42 C 2.21 3.69 2.00  O41 1.436, C43 1.498, H45 1.147, H46 1.151
43 C 2.83 5.05 2.11  C42 1.498, H47 1.062, H48 1.032, H49 1.116
44 C -0.92 3.00 3.82  C40 1.421, H50 1.175, H51 1.042, H52 1.031
45 H 2.13 3.42 0.89  C42 1.147
46 H 2.81 2.83 2.47  C42 1.151
47 H 2.11 5.61 1.56  C43 1.062
48 H 3.58 5.28 1.45  C43 1.032
49 H 2.92 5.57 3.10  C43 1.116
50 H -1.74 3.50 3.14  C44 1.175
51 H -0.66 3.53 4.68  C44 1.042
52 H -1.34 2.14 4.19  C44 1.031
53 O -2.38 -0.55 1.96  C54 1.154
54 C -2.50 -0.63 3.11  O53 1.154, O55 1.324, C58 1.602
55 O -3.28 0.03 3.95  C54 1.324, C56 1.499
56 C -4.31 1.01 3.49  O55 1.499, C57 1.487, H59 1.120, H60 1.139
57 C -4.76 1.90 4.58  C56 1.487, H61 1.003, H62 1.185, H63 1.238
58 C -1.49 -1.55 3.96  C54 1.602, H64 0.957, H65 1.050, H66 1.064
59 H -5.22 0.44 3.16  C56 1.120
60 H -3.96 1.57 2.56  C56 1.139
61 H -5.07 1.36 5.37  C57 1.003
62 H -5.28 2.90 4.22  C57 1.185
63 H -3.86 2.39 5.28  C57 1.238
64 H -2.12 -2.06 4.46  C58 0.957
65 H -1.00 -1.02 4.73  C58 1.050
66 H -0.81 -1.84 3.20  C58 1.064
67 O 3.29 -4.74 -1.63  C68 1.277
68 C 3.73 -3.67 -2.16  O67 1.277, O69 1.406, C72 1.425
69 O 4.95 -3.50 -2.82  C68 1.406, C70 1.369
70 C 5.52 -4.63 -3.37  O69 1.369, C71 1.550, H73 1.110, H74 1.107
71 C 6.69 -3.95 -4.13  C70 1.550, H75 1.195, H76 1.137, H77 1.032
72 C 3.16 -2.45 -1.69  C68 1.425, H78 1.223, H79 1.197, H80 1.200
73 H 4.96 -5.17 -4.16  C70 1.110
74 H 5.62 -5.35 -2.54  C70 1.107
75 H 7.45 -3.33 -3.44  C71 1.195
76 H 6.25 -3.27 -4.92  C71 1.137
77 H 7.27 -4.36 -4.88  C71 1.032
78 H 3.89 -1.99 -0.83  C72 1.223
79 H 2.07 -2.39 -1.20  C72 1.197
80 H 2.93 -1.74 -2.63  C72 1.200
81 C 3.83 -0.51 2.51  C82 1.530, H85 1.154, H86 1.182, H87 1.082
82 C 2.64 -1.37 2.94  C81 1.530, O83 1.394, C84 1.474
83 O 1.97 -2.10 1.97  C82 1.394
84 C 2.35 -1.45 4.39  C82 1.474, H88 1.154, H89 1.281, H90 1.045
85 H 3.40 0.36 1.89  C81 1.154
86 H 4.79 -0.92 1.96  C81 1.182
87 H 4.04 -0.51 3.58  C81 1.082
88 H 3.35 -1.62 4.94  C84 1.154
89 H 1.57 -2.42 4.70  C84 1.281
90 H 2.03 -0.47 4.56  C84 1.045
91 C -4.59 0.09 0.89  C92 1.481, H95 1.234, H96 0.959, H97 1.259
92 C -4.17 -1.18 0.26  C91 1.481, O93 1.343, C94 1.399
93 O -4.96 -2.25 0.10  C92 1.343
94 C -2.80 -1.26 -0.03  C92 1.399, H98 1.109, H99 1.163, H100 1.062
95 H -3.84 0.55 1.77  C91 1.234
96 H -5.48 0.15 1.23  C91 0.959
97 H -4.79 1.05 0.10  C91 1.259
98 H -2.39 -0.29 -0.39  C94 1.109
99 H -2.69 -2.10 -0.82  C94 1.163
100 H -2.25 -1.49 0.85  C94 1.062

The calculation puts the energy relative to the best compared isomer or geometry (same formula, charge and spin) at 4.167 eV. The calculation puts the lowest unoccupied orbital energy at 1.8229 eV. For the calculated total energy, the calculation gives -72938.332 eV. The calculation puts the max |F| at 12.0 eV Å⁻¹. The spin multiplicity is 1. For the frontier orbital gap, the calculation gives 5.55 eV. As for the total charge: -1. As for the HOMO energy: -3.7 eV.